Record 1
Entry from the Open Molecules 2025 dataset: the ion C5H14N3 with charge +1 (wB97M-V/def2-TZVPD).

Summary:
Total charge ... +1
Energy relative to the best compared isomer or geometry (same formula, charge and spin) ... 169.8 kcal/mol
Multiplicity ... 1

```
22
Properties=species:S:1:pos:R:3:forces:R:3:lowdin_charge:R:1
C -1.458 -0.806 1.306 -0.116 2.506 -0.545 -0.022
C -0.714 0.589 1.404 0.147 -0.586 -1.647 -0.374
C 0.699 0.420 0.539 -0.177 -0.834 4.586 -0.050
C 0.567 0.410 -1.002 -0.801 1.367 -1.517 -0.365
C 1.513 -0.604 -1.650 -2.854 -2.701 1.405 -0.211
N 0.971 -0.822 -3.007 -1.304 -1.626 0.414 0.014
N -0.800 0.172 -1.279 2.989 -2.313 0.657 0.347
N -0.531 1.158 2.715 0.692 -0.734 -1.945 0.129
H -1.300 -1.177 0.289 -0.295 0.150 -0.086 0.069
H -1.013 -1.511 1.921 0.901 -1.246 1.555 0.060
H -2.532 -0.759 1.507 0.167 0.116 -0.092 0.096
H -1.269 1.350 0.740 0.102 -0.632 0.070 0.155
H 1.238 -0.513 0.897 -0.769 0.909 -0.494 0.140
H 1.304 1.231 0.922 0.535 0.429 -0.711 0.112
H 1.466 -1.550 -1.004 0.325 0.968 -0.915 0.145
H 2.480 -0.206 -1.578 1.412 0.523 -0.296 0.110
H -0.070 -0.906 -2.853 1.136 0.533 -0.378 0.072
H 1.069 -1.835 -3.203 0.850 0.751 -0.408 0.095
H 0.952 1.375 -1.401 -0.916 0.164 0.545 0.177
H -1.297 0.978 -1.455 -1.528 2.820 -0.412 0.077
H -1.228 0.950 3.408 0.015 0.027 0.176 0.107
H -0.044 2.056 2.785 -0.510 -0.589 0.038 0.118
```
Forces are in eV/Å.



Record 2
Entry from the Open Molecules 2025 dataset: a structure of composition C5H14N3O3PS (wB97M-V/def2-TZVPD).

Summary:
Total charge ... 0
Energy relative to the best compared isomer or geometry (same formula, charge and spin) ... 0.0 kcal/mol
Multiplicity ... 1

```
27
Properties=species:S:1:pos:R:3:forces:R:3:lowdin_charge:R:1
C 1.851 -1.453 -1.449 -0.051 1.015 -0.837 -0.508
C -2.009 2.738 -0.556 -0.154 -2.016 0.542 -0.071
C 0.285 2.334 0.436 0.410 -0.791 0.236 -0.089
C 0.992 -0.776 1.337 1.372 -0.263 1.252 -0.144
C 0.352 -1.497 -1.002 -0.870 1.069 2.102 -0.061
N 2.382 -2.703 -1.642 -0.711 2.114 0.559 0.176
N -0.960 1.807 -0.145 0.738 -1.895 1.769 -0.295
N 0.094 -0.606 0.230 0.792 -1.673 -1.438 -0.285
O 2.437 -0.400 -1.688 -0.667 -1.337 0.564 0.043
O -2.441 -0.246 -0.596 -0.144 -0.588 -0.404 -0.273
O -1.638 0.146 1.959 0.361 0.836 -2.761 -0.749
P -1.319 0.226 0.203 -0.130 1.543 2.785 0.465
S -2.365 -1.278 2.359 0.160 -0.665 0.019 0.740
H -2.601 3.057 0.300 0.227 0.740 0.009 0.088
H -1.391 3.439 -1.057 -0.538 1.483 -0.702 0.073
H -2.711 2.158 -1.183 0.524 0.615 -0.136 0.087
H 0.299 2.788 1.424 -0.991 0.116 0.349 0.085
H 1.100 1.587 0.529 -0.793 0.212 -0.609 0.073
H 0.611 3.076 -0.231 0.739 1.105 -0.948 0.062
H 1.228 -1.835 1.546 -0.435 0.020 -0.341 0.089
H 2.025 -0.344 1.176 -1.173 0.030 -0.047 0.099
H 0.569 -0.409 2.291 0.221 0.116 -0.726 0.086
H 0.063 -2.581 -0.655 0.135 1.930 -1.212 0.143
H -0.340 -0.893 -1.685 1.083 -2.067 -0.171 0.134
H 1.759 -3.431 -1.458 -0.435 -1.513 0.053 0.066
H 3.267 -2.829 -2.065 0.664 -0.124 -0.294 0.104
H -1.538 -2.074 1.621 -0.334 -0.011 0.390 -0.136
```
Forces are in eV/Å.



Record 3
Entry from the Open Molecules 2025 dataset: a structure of composition C5H14N4 (wB97M-V/def2-TZVPD).

Summary:
Total charge ... +2
Energy relative to the best compared isomer or geometry (same formula, charge and spin) ... 91.0 kcal/mol
Multiplicity ... 1

```
23
Properties=species:S:1:pos:R:3:forces:R:3:lowdin_charge:R:1
C 2.727 -7.831 2.639 -0.684 0.053 -0.034 -0.105
C -1.286 3.248 -1.622 0.362 -1.436 -3.427 -0.281
C -0.191 2.587 -0.699 0.582 -0.326 -0.167 -0.228
C -2.139 2.227 -2.387 1.551 -2.107 0.341 -0.017
C 1.319 2.903 -0.784 -0.686 -1.492 -0.297 -0.013
N 1.990 -7.951 3.521 0.626 0.459 0.123 0.374
N 3.414 -7.895 1.558 -1.695 -1.651 0.412 0.259
N -1.152 3.577 -0.329 -0.304 0.947 3.209 0.107
N -2.417 3.093 1.009 0.577 0.728 -1.272 0.219
H -1.029 4.107 -2.288 -0.297 -0.392 0.658 0.178
H -0.430 1.551 -0.421 -0.270 0.333 -0.732 0.153
H -2.694 1.539 -1.689 0.283 0.859 -0.795 0.101
H -1.449 1.558 -3.012 -0.663 0.781 1.156 0.116
H -2.700 2.665 -3.177 -1.075 0.691 0.015 0.067
H 1.516 3.875 -0.420 0.331 1.183 -0.005 0.070
H 1.654 2.725 -1.825 -0.456 0.682 0.261 0.102
H 1.980 2.205 -0.262 -0.567 -0.017 0.481 0.081
H 1.243 -7.622 4.122 0.072 -0.241 -0.089 0.167
H 4.114 -7.298 1.245 1.575 1.397 -0.135 0.133
H 3.042 -8.559 0.888 0.140 -0.106 -0.255 0.172
H -1.897 2.383 1.473 -0.026 -1.059 0.445 0.097
H -3.446 2.969 0.993 0.872 -0.118 -0.406 0.145
H -2.169 3.943 1.467 -0.251 0.832 0.513 0.104
```
Forces are in eV/Å.



| no. | LUMO energy (eV) | Kohn-Sham gap (eV) | F_max (eV Å⁻¹) |
| --- | --- | --- | --- |
| 1 | -8.582 | 5.16 | 4.7 |
| 2 | 0.522 | 9.16 | 3.2 |
| 3 | -6.680 | 8.87 | 3.7 |